Entry 1:
Formula: C34H65N7O8
Source: OMol25
Level of theory: ωB97M-V with the def2-TZVPD basis set

The geometry in XYZ format:
```
114
Properties=species:S:1:pos:R:3:mulliken_charge:R:1
C 0.406 -0.627 1.084 -0.14
O 1.623 -0.547 0.959 -0.40
N -0.488 -0.280 0.119 1.04
C -0.004 0.361 -1.153 -0.23
C -1.893 -0.339 0.362 -0.43
H -0.114 -0.890 2.019 0.31
H -0.306 1.408 -1.119 0.31
H -0.370 -0.094 -2.073 -0.35
H 1.078 0.470 -1.236 -0.11
H -2.050 -0.651 1.395 0.51
H -2.331 0.645 0.194 -0.50
H -2.289 -1.156 -0.241 -0.12
C 4.028 2.938 2.575 -0.03
O 4.393 2.739 3.736 -0.61
N 2.733 2.990 2.186 0.23
C 2.426 2.918 0.735 -1.22
C 1.588 2.738 3.087 -0.69
H 4.761 3.076 1.765 0.43
H 3.264 3.293 0.148 0.42
H 1.552 3.544 0.554 0.34
H 2.302 1.900 0.365 0.36
H 1.771 3.097 4.100 0.40
H 0.708 3.287 2.751 0.19
H 1.379 1.669 3.142 0.10
C 4.598 -0.945 -1.373 -0.15
C 4.937 0.473 -1.964 0.71
O 4.542 0.759 -3.091 -0.58
C 5.717 1.399 -1.112 -0.76
H 5.382 -1.250 -0.679 0.42
H 4.350 -1.727 -2.091 0.26
H 3.766 -0.840 -0.678 -0.45
H 5.175 1.467 -0.168 -0.18
H 5.557 2.377 -1.567 0.37
H 6.778 1.158 -1.044 0.37
C 2.338 -3.532 -4.610 -0.84
C 1.510 -2.490 -5.312 0.70
O 1.013 -2.765 -6.424 -0.62
C 1.229 -1.175 -4.657 -0.10
H 2.031 -3.564 -3.565 -0.02
H 3.357 -3.155 -4.524 0.34
H 2.467 -4.546 -4.988 0.35
H 0.770 -0.558 -5.430 0.28
H 2.202 -0.764 -4.388 0.39
H 0.564 -1.389 -3.821 -0.43
C 3.541 -5.811 1.053 -1.30
C 3.575 -4.263 0.983 0.54
O 4.540 -3.626 1.372 -0.52
C 2.407 -3.641 0.333 -0.02
H 3.092 -6.244 1.947 0.30
H 4.588 -6.107 0.988 0.36
H 2.988 -6.226 0.210 0.35
H 2.609 -2.596 0.097 -0.47
H 1.673 -3.666 1.138 0.24
H 2.044 -4.169 -0.549 0.45
C -4.740 -1.938 -2.616 -1.32
C -3.431 -1.193 -3.044 0.47
O -3.439 0.005 -3.353 -0.50
C -2.076 -1.915 -3.036 -0.33
H -5.547 -1.829 -3.340 0.42
H -5.016 -1.756 -1.577 0.22
H -4.626 -3.021 -2.667 0.42
H -1.338 -1.319 -3.573 -0.02
H -2.048 -2.934 -3.422 0.80
H -1.811 -1.919 -1.979 -0.26
C -2.011 4.010 4.519 -1.38
C -2.155 3.000 3.368 0.71
O -1.930 1.837 3.580 -0.51
C -2.567 3.542 2.067 -0.83
H -1.445 4.867 4.154 0.37
H -1.355 3.484 5.212 0.36
H -2.940 4.315 5.000 0.37
H -2.511 4.629 2.001 0.49
H -3.630 3.313 1.995 0.29
H -2.063 3.113 1.201 0.11
C -5.719 4.408 -2.026 -1.20
C -4.644 3.575 -1.343 0.74
O -3.715 4.099 -0.760 -0.50
C -4.781 2.054 -1.291 -0.55
H -6.003 5.169 -1.299 0.34
H -6.637 3.824 -2.081 0.39
H -5.435 4.855 -2.978 0.27
H -3.840 1.506 -1.328 -0.28
H -5.438 1.713 -2.091 0.42
H -5.254 1.766 -0.351 0.40
C -5.263 0.454 2.543 -0.30
C -4.852 -0.869 2.049 0.45
N -4.481 -1.862 1.622 -0.44
H -6.328 0.555 2.334 0.37
H -4.817 1.282 1.992 -0.30
H -5.011 0.581 3.596 0.32
C -2.207 3.088 -4.221 -0.53
C -0.817 2.760 -3.863 0.37
N 0.256 2.474 -3.620 -0.42
H -2.273 4.153 -4.002 0.32
H -2.954 2.550 -3.637 -0.05
H -2.329 2.927 -5.292 0.35
C 1.348 -0.282 5.472 -0.09
C 0.660 -0.846 6.624 0.14
N 0.073 -1.294 7.532 -0.44
H 0.976 0.738 5.378 0.10
H 1.259 -0.774 4.503 -0.01
H 2.410 -0.163 5.689 0.30
C -1.832 -4.388 -0.117 -0.80
C -0.875 -4.366 -1.243 0.57
N -0.125 -4.298 -2.096 -0.47
H -1.592 -5.224 0.539 0.41
H -2.846 -4.568 -0.473 0.35
H -1.809 -3.399 0.342 0.03
C 4.874 -0.649 2.640 -0.07
C 4.276 -1.542 3.629 0.21
N 3.717 -2.169 4.437 -0.57
H 5.647 -1.168 2.074 0.31
H 5.421 0.168 3.109 0.50
H 4.135 -0.197 1.979 -0.32
```

2S+1: 1
Lowest unoccupied orbital energy in eV: -0.03
Charge: 0
Frontier orbital gap in Ha: 0.33608

Entry 2:
Formula: C34H66F9NO6PS
Source: OMol25
Level of theory: ωB97M-V with the def2-TZVPD basis set

The geometry in XYZ format:
```
118
Properties=species:S:1:pos:R:3:mulliken_charge:R:1
C 2.447 3.133 -1.908 -0.95
C 1.715 4.182 -0.932 -0.32
C 0.181 4.434 -1.354 -0.28
C -0.402 5.806 -0.744 -0.76
C -1.478 5.495 0.448 -0.28
C -2.932 5.538 -0.254 -0.68
C -4.122 5.083 0.705 -0.80
C -4.000 3.547 1.196 -0.17
C -4.887 2.644 0.188 -0.92
C -4.578 1.085 0.406 -0.08
C -4.851 0.743 1.964 -0.71
C -5.402 -0.759 2.115 -0.80
C -4.658 -1.464 3.357 -0.74
C -3.924 -2.807 2.880 -0.54
C -2.334 -2.801 3.190 -0.96
C -1.560 -1.642 2.404 0.12
C -1.062 -2.190 0.974 -0.14
C -2.255 -2.153 -0.110 0.51
C -1.860 -1.451 -1.488 -0.72
C -0.518 -2.005 -2.166 -0.72
P -0.204 -3.842 -1.903 0.26
C -0.952 -4.714 -3.425 -0.48
C -1.178 -6.274 -3.168 -0.31
N -0.315 -6.998 -2.505 -0.43
C 1.681 -4.071 -2.075 -1.02
C 2.470 -3.708 -0.738 -0.94
C 2.603 -4.922 0.286 0.80
F 1.346 -5.349 0.796 -0.29
F 3.021 -6.025 -0.528 -0.28
C 3.731 -4.770 1.386 0.63
F 3.773 -5.943 2.164 -0.24
F 4.967 -4.731 0.704 -0.24
S 3.652 -3.290 2.508 1.15
F 3.182 -4.290 3.776 -0.32
F 2.054 -2.979 2.223 -0.22
F 4.194 -2.238 1.354 -0.29
F 5.236 -3.619 2.966 -0.33
F 3.659 -2.029 3.577 -0.28
H 3.570 3.211 -1.730 0.34
H 2.061 2.090 -1.647 0.09
H 2.223 3.367 -3.004 0.31
H 2.277 5.170 -1.051 0.32
H 1.743 3.837 0.153 0.17
H 0.147 4.517 -2.496 0.34
H -0.437 3.538 -1.028 0.03
H 0.490 6.362 -0.278 0.31
H -0.862 6.486 -1.540 0.40
H -1.445 6.312 1.233 0.23
H -1.227 4.461 0.850 0.15
H -3.094 6.642 -0.527 0.33
H -2.915 4.960 -1.244 0.27
H -5.104 5.144 0.113 0.33
H -4.161 5.820 1.569 0.37
H -4.414 3.470 2.256 0.28
H -2.927 3.181 1.226 0.14
H -4.631 2.949 -0.875 0.29
H -5.998 2.794 0.433 0.30
H -3.485 0.848 0.203 -0.20
H -5.238 0.454 -0.274 0.42
H -3.860 0.908 2.502 0.27
H -5.614 1.473 2.408 0.53
H -6.530 -0.775 2.266 0.47
H -5.202 -1.283 1.119 0.32
H -5.456 -1.779 4.117 0.35
H -3.926 -0.755 3.872 0.40
H -4.073 -3.031 1.778 0.19
H -4.359 -3.694 3.459 0.42
H -1.965 -3.826 2.828 0.29
H -2.149 -2.795 4.317 0.38
H -2.239 -0.733 2.226 -0.13
H -0.644 -1.332 2.997 0.42
H -0.772 -3.288 1.139 -0.05
H -0.105 -1.677 0.607 0.15
H -2.673 -3.192 -0.323 0.47
H -3.085 -1.510 0.352 -0.91
H -1.725 -0.319 -1.361 0.18
H -2.727 -1.636 -2.218 0.36
H 0.369 -1.387 -1.822 0.39
H -0.620 -1.813 -3.294 0.55
H -0.715 -4.363 -0.678 0.11
H -0.165 -4.663 -4.259 0.38
H -1.876 -4.181 -3.816 0.42
H -2.105 -6.803 -3.571 0.38
H -0.658 -7.971 -2.464 0.25
H 1.943 -5.073 -2.535 0.67
H 1.987 -3.281 -2.852 0.47
H 1.907 -2.829 -0.256 0.23
H 3.508 -3.283 -0.976 0.64
C 5.742 -4.886 -8.079 -1.11
C 4.372 -5.285 -7.567 -0.15
O 4.478 -6.002 -6.329 -0.37
C 4.651 -5.247 -5.238 0.73
O 4.713 -4.042 -5.208 -0.57
O 4.763 -6.065 -4.179 -0.35
C 5.024 -5.386 -2.953 -0.42
H 6.398 -5.757 -8.139 0.30
H 5.667 -4.428 -9.067 0.36
H 6.221 -4.172 -7.404 0.31
H 3.899 -5.961 -8.282 0.29
H 3.714 -4.418 -7.460 0.29
H 4.292 -4.595 -2.776 0.00
H 6.036 -4.977 -2.961 0.41
H 4.949 -6.112 -2.145 0.22
C 0.999 10.039 6.171 -1.10
C -0.157 9.223 5.625 -0.18
O 0.173 8.662 4.348 -0.35
C 0.923 7.552 4.383 0.75
O 1.325 6.997 5.374 -0.55
O 1.169 7.177 3.117 -0.31
C 2.022 6.040 3.009 -0.48
H 1.321 10.786 5.441 0.30
H 0.712 10.546 7.094 0.36
H 1.864 9.405 6.380 0.31
H -1.020 9.874 5.468 0.29
H -0.465 8.443 6.326 0.31
H 1.653 5.206 3.608 0.32
H 3.037 6.309 3.308 0.38
H 2.038 5.730 1.964 -0.06
```

2S+1: 1
Lowest unoccupied orbital energy in eV: -3.41
Charge: +1
Frontier orbital gap in Ha: 0.31473

Number 1: DFT total energy -2319.6145 Eh. Number 2: DFT total energy -3479.1428 Eh.